[1]
27
Properties=species:S:1:pos:R:3:forces:R:3 method="wB97M-V/def2-TZVPD" e_lumo_ev=0.2 charge=0 de_lowest_kj_mol=332.9 smiles="O=c1cc[nH]c(=O)[nH]1.C1CCCC1"
O -1.016327 0.552832 -1.639243 -3.59 0.72 1.81
C -2.186470 0.458632 -1.188532 1.96 1.06 -2.27
C -2.922023 -0.783280 -1.226399 -1.51 -0.25 1.35
C -4.102244 -0.787795 -0.556015 1.13 -1.21 0.16
N -4.632373 0.333391 -0.020291 -3.98 -1.04 5.16
C -4.182495 1.652216 0.058590 1.72 -2.19 -3.35
O -4.805565 2.528104 0.562005 0.21 0.87 0.55
N -3.036327 1.655651 -0.778688 2.40 2.59 -1.58
H -2.590176 -1.765284 -1.538653 0.70 0.55 -0.28
H -4.589503 -1.766296 -0.265553 0.27 1.47 -0.66
H -5.292413 0.120580 0.859476 1.57 0.75 -2.94
H -2.707778 2.639519 -1.255200 -0.86 -3.33 2.07
C 2.391721 -0.225411 1.662995 4.34 2.37 3.14
C 1.930621 0.692733 0.531692 2.55 -1.70 0.20
C 2.721930 0.049341 -0.636383 -1.17 2.50 -4.00
C 3.089441 -1.324279 -0.338151 2.21 -2.45 0.95
C 3.686972 -0.944124 1.126347 -3.06 -2.28 -1.64
H 3.003114 0.603872 2.293800 -2.05 -2.09 0.14
H 1.781904 -0.922688 2.320955 0.37 1.23 -1.18
H 2.337337 1.665131 0.678142 0.14 0.85 0.30
H 0.899321 0.795489 0.533226 -2.04 -0.14 -1.01
H 3.733398 0.607178 -0.971269 -2.54 -0.74 0.86
H 2.002816 0.033584 -1.480551 0.75 0.44 -0.24
H 3.849695 -1.775311 -1.159220 -1.69 0.93 2.08
H 2.197196 -2.009944 -0.225923 0.96 0.64 -0.17
H 4.505751 -0.315837 0.875570 0.74 0.71 0.49
H 3.932476 -1.768007 1.777272 0.47 -0.28 0.07

=====

[2]
17
Properties=species:S:1:pos:R:3:forces:R:3 method="wB97M-V/def2-TZVPD" e_lumo_ev=0.6 charge=0 de_lowest_kj_mol=186.1 smiles="CC[C@@H](O)CC=O"
C -2.355110 -0.573121 -0.378077 -0.04 -0.06 0.01
C -1.146214 0.322794 -0.628465 0.03 0.05 0.01
C 0.153499 -0.277624 -0.093689 -0.14 0.24 0.22
O 0.368009 -1.475270 -0.815661 0.36 -0.17 0.01
C 1.285523 0.748276 -0.223300 -0.21 0.21 0.47
C 2.535545 0.519558 0.562098 0.14 -0.12 0.69
O 2.477989 0.855647 1.728224 0.92 -0.58 -0.03
H -3.264155 -0.133403 -0.801669 0.14 -0.07 0.06
H -2.203606 -1.556236 -0.832237 -0.05 0.13 0.06
H -2.522149 -0.716942 0.695965 0.03 0.02 -0.15
H -1.021819 0.490659 -1.707072 0.01 -0.03 0.15
H -1.298669 1.307351 -0.168552 0.05 -0.17 -0.04
H 0.041149 -0.478581 0.983965 -0.07 -0.14 -0.14
H 1.136659 -1.921748 -0.443459 -0.10 -0.06 -0.07
H 1.012616 1.507067 0.549354 -0.91 0.55 -1.79
H 1.437960 0.994729 -1.290067 -0.07 0.36 0.64
H 3.488467 0.165127 0.135942 -0.09 -0.17 -0.09

=====

[3]
108
Properties=species:S:1:pos:R:3:forces:R:3 method="wB97M-V/def2-TZVPD" e_lumo_ev="-3.4 / -8.3" charge=+1 multiplicity=2 de_lowest_kj_mol=0.0
C 1.739958 5.989859 5.404728 -0.10 -1.33 -1.76
C 1.071930 6.670446 4.159316 1.19 -0.20 2.84
C 2.155965 7.171924 3.200730 -2.63 -0.15 -0.60
O 1.992928 6.171203 2.132295 2.13 -0.19 0.20
C 1.018496 5.291763 2.387256 -1.30 0.07 -2.95
O 0.634775 4.443165 1.570213 1.24 1.15 2.08
O 0.343596 5.673895 3.444677 -0.71 -0.18 0.95
H 2.210828 5.084974 5.020589 0.86 0.12 -0.53
H 1.069850 5.393252 6.023686 -0.49 1.22 0.72
H 2.535754 6.585884 5.851453 -0.56 0.08 0.41
H 0.431456 7.461294 4.549758 -0.40 -0.13 -0.64
H 3.096151 7.326736 3.730049 0.34 -0.77 -0.77
H 1.815111 8.103347 2.748663 0.40 0.07 -0.08
C 2.243943 2.657458 -6.391301 0.18 2.19 0.21
C 1.637825 3.863360 -5.596355 1.11 -0.30 -3.37
C 1.021012 3.490265 -4.362736 -0.97 -1.45 2.38
O 1.638162 4.308502 -3.409665 -1.48 -0.48 2.76
C 2.535705 5.104382 -3.959785 -0.27 2.51 1.60
O 3.015749 6.072265 -3.454415 0.39 -0.54 0.55
O 2.675233 4.769622 -5.179530 0.80 -0.92 -4.46
H 2.535579 2.969212 -7.394229 -0.32 0.00 -0.10
H 1.540633 1.827138 -6.454803 0.37 -0.11 0.27
H 3.204660 2.536049 -5.890927 -0.17 -1.04 0.18
H 0.870720 4.397596 -6.156924 0.58 0.38 -0.55
H 1.235763 2.457987 -4.086342 -0.16 -0.26 0.04
H -0.054826 3.657463 -4.414766 -0.06 -0.04 0.47
C 3.653004 2.593833 0.345653 1.83 -0.10 -0.19
C 4.249809 1.716423 1.396589 -0.65 -0.32 -0.15
C 3.260757 1.019710 2.332063 1.31 0.27 0.70
O 3.949293 -0.213716 2.488386 -0.39 -1.62 0.49
C 4.711896 -0.532327 1.381888 -0.20 -1.00 0.98
O 5.136280 -1.638208 1.130915 -0.79 2.10 0.31
O 4.872465 0.593861 0.699922 0.21 0.40 -0.70
H 4.487181 2.759717 -0.336069 -0.10 0.12 -0.38
H 3.449047 3.592146 0.732782 -1.08 -0.29 -0.15
H 2.958376 1.944380 -0.187077 -0.72 0.83 -0.07
H 5.030978 2.208806 1.975752 -0.04 -0.02 0.03
H 2.207000 0.857656 2.105322 0.10 -0.06 -1.06
H 3.182824 1.556097 3.277743 0.55 -0.18 0.23
C -1.113807 2.042649 3.360185 0.27 -0.39 -0.55
C -0.570608 1.828717 4.737052 -2.04 -1.98 0.48
C 0.153067 0.469688 5.046062 -1.24 -0.19 -0.88
O 1.335280 0.864383 5.711618 -0.13 0.84 -0.74
C 1.526474 2.158057 5.329031 4.89 1.50 1.07
O 2.670892 2.683586 5.329700 -4.52 -1.62 -0.10
O 0.377449 2.771089 5.020570 2.51 1.16 0.25
H -1.776175 1.213750 3.110598 -0.38 0.15 0.01
H -0.315409 2.043157 2.618138 0.17 0.14 0.01
H -1.608527 3.013286 3.325069 -0.14 -0.18 -0.16
H -1.408284 1.981354 5.417561 0.02 -0.13 0.31
H 0.382232 -0.066416 4.125099 0.44 0.21 -0.36
H -0.434092 -0.274588 5.584020 0.06 0.51 0.64
C -6.399786 -4.286472 -0.321149 -0.14 -0.33 -0.29
C -5.122931 -4.194679 0.452769 -0.51 -0.91 -0.42
C -3.897751 -3.839479 -0.353177 -1.44 -2.50 -0.96
O -3.212186 -2.993403 0.494228 1.79 0.83 0.78
C -4.060811 -2.578998 1.496121 1.52 2.99 0.62
O -3.854589 -1.695974 2.303422 0.86 -1.27 -1.06
O -5.184760 -3.131748 1.324631 -3.26 0.67 1.81
H -6.693395 -3.254740 -0.514621 -0.36 -0.12 -0.07
H -7.174976 -4.853787 0.193948 -0.02 0.32 0.09
H -6.242421 -4.783876 -1.278183 0.09 -0.03 -0.04
H -4.912633 -5.020464 1.132440 -0.07 -0.66 -0.55
H -4.107854 -3.448279 -1.348624 -0.01 0.63 0.17
H -3.563311 -4.865949 -0.503550 1.70 0.36 -0.13
C -3.768922 -2.605992 -6.950497 1.09 1.55 0.61
C -2.397007 -2.535073 -6.281690 -1.35 0.18 1.17
C -2.337095 -3.056337 -4.892457 -0.93 1.02 2.99
O -1.272481 -3.996665 -4.796660 0.17 -0.17 0.66
C -0.742314 -4.097082 -5.992976 3.06 -1.99 -4.04
O 0.292615 -4.707574 -6.384602 -4.66 2.73 2.27
O -1.609419 -3.426582 -6.855694 4.65 -4.13 -3.09
H -3.477474 -2.629938 -8.000537 -0.88 0.39 -0.16
H -4.170480 -1.668328 -6.566260 -0.88 0.19 -0.93
H -4.460280 -3.408395 -6.693071 0.59 -0.25 0.18
H -1.847496 -1.597381 -6.364463 -0.84 0.79 -0.09
H -3.293549 -3.485876 -4.594456 0.24 -0.38 0.17
H -2.054056 -2.276440 -4.185535 -0.38 0.11 0.22
C -0.325093 1.751497 -0.682045 1.17 -0.29 0.21
S 0.398469 0.064139 -0.194834 -2.52 0.91 0.15
O 0.374665 -0.172147 1.289812 0.14 0.25 -1.06
C -0.787949 -1.181678 -0.896249 0.72 -0.48 0.27
H -0.059490 1.802358 -1.737968 -0.46 -0.20 -0.17
H 0.231950 2.572093 -0.229907 0.29 -0.20 0.54
H -1.377857 1.858819 -0.420788 0.03 -0.58 -0.12
H -1.765423 -1.229375 -0.416280 0.18 0.59 0.58
H -0.239444 -2.084294 -0.626979 -0.18 -0.31 -0.27
H -0.957749 -1.135637 -1.971954 0.63 0.41 0.00
C -0.652875 -3.063768 2.349136 0.45 -0.80 0.83
S -1.571466 -4.228690 3.441181 1.01 -0.76 1.07
O -0.622890 -5.369407 3.878778 -1.51 2.41 -1.17
C -1.581322 -3.079502 4.897574 -0.96 -1.27 -0.15
H -1.070368 -2.056893 2.348396 -0.22 -0.23 0.13
H -0.534099 -3.467097 1.343504 -0.10 -0.09 0.14
H 0.272443 -3.123262 2.922159 0.52 0.48 -0.52
H -2.098634 -3.743724 5.589888 0.41 -0.04 0.46
H -2.281019 -2.246277 4.832272 0.37 0.27 -0.59
H -0.572051 -2.864718 5.248767 -0.08 0.03 -0.20
C 1.506868 -4.620252 -2.928209 0.11 0.07 -0.67
S 0.664978 -4.781399 -1.370386 1.28 -2.40 1.61
O 0.462168 -6.275432 -1.191413 -0.65 1.44 -0.38
C 1.998500 -4.497013 -0.082511 -0.75 0.92 -1.24
H 0.698524 -4.707306 -3.654215 0.03 0.45 -0.06
H 2.167467 -5.435836 -3.222368 0.16 -0.17 0.80
H 2.049673 -3.678134 -3.004905 -0.20 0.14 -0.08
H 2.345705 -3.468213 -0.178017 0.25 0.13 -0.01
H 2.820781 -5.190513 -0.258615 -0.29 -0.10 0.19
H 1.486542 -4.574957 0.876610 0.19 -0.47 -0.10

=====

[4]
35
Properties=species:S:1:pos:R:3:forces:R:3 method="wB97M-V/def2-TZVPD" e_lumo_ev=-5.5 charge=+1
C 3.036210 0.167078 0.395888 -0.25 0.21 -0.11
C 1.901704 0.448220 1.334851 -0.62 -0.35 0.97
N 1.130740 1.451957 1.460383 0.16 0.45 0.00
C 0.196124 1.389392 2.631539 0.80 -0.39 -0.63
C 0.327904 0.017152 3.293982 -0.31 -0.80 0.61
S 1.648762 -0.899523 2.475495 0.11 0.28 -0.15
H 3.262810 1.006405 -0.266491 -0.06 -0.12 0.11
H 3.914238 -0.089806 1.005818 -0.18 0.14 -0.28
H 2.768060 -0.724706 -0.186471 0.18 0.26 0.01
H 0.460201 2.158355 3.368440 0.02 0.07 -0.44
H -0.838505 1.554363 2.311171 0.27 0.11 -0.11
H 0.609127 0.087919 4.350315 -0.32 0.03 -0.21
H -0.587024 -0.575775 3.191328 0.15 0.19 0.21
C 0.439447 4.236691 -0.340105 -1.03 0.24 -0.88
C -0.872077 4.205486 -1.244080 1.22 -0.32 0.74
C -0.349312 3.802518 -2.586488 1.11 0.27 0.58
C 1.034271 3.701725 -2.592531 -1.25 -0.39 -0.15
C 1.556951 3.971715 -1.300729 -0.48 0.86 -0.01
C 2.935646 4.229231 -1.046799 1.01 0.07 0.10
C 3.920987 3.878413 -2.010960 0.06 0.32 0.08
C 5.255929 4.232653 -1.834256 -0.17 -0.18 -0.05
C 5.654681 4.964441 -0.708608 -0.61 -0.24 0.05
C 4.696828 5.335420 0.246706 -0.13 -0.15 0.03
C 3.365805 4.957802 0.097557 -0.14 -0.03 -0.14
H 0.557788 5.232197 0.102362 0.06 -0.20 0.06
H 0.389765 3.498351 0.475414 0.30 0.03 -0.26
H -1.605992 3.499040 -0.839370 0.00 0.07 -0.25
H -1.354763 5.194562 -1.258613 0.09 -0.26 -0.19
H -0.998775 3.676791 -3.452001 0.25 -0.02 0.12
H 1.644742 3.490335 -3.466651 -0.30 0.04 0.19
H 3.615528 3.363239 -2.922126 0.25 0.01 0.33
H 5.994525 3.933163 -2.578541 -0.23 0.12 0.20
H 6.700710 5.230125 -0.566895 -0.25 0.00 -0.07
H 4.998558 5.912041 1.121380 -0.11 -0.15 -0.26
H 2.619923 5.277624 0.830383 0.38 -0.18 -0.17

=====

[5]
14
Properties=species:S:1:pos:R:3:forces:R:3 method="wB97M-V/def2-TZVPD" e_lumo_ev=4.2 charge=-1 de_lowest_kj_mol=112.3
C 1.268522 -1.839299 0.929244 -2.32 -0.42 -0.97
C 1.153013 -0.327352 1.012381 0.02 0.63 -0.98
C 0.783420 0.482125 -0.015104 0.31 0.08 0.74
O 0.486290 1.821662 0.126250 -0.25 -1.21 0.13
H 1.007529 -2.295453 1.906220 0.38 0.25 -0.40
H 0.423246 -2.248523 0.218215 1.70 0.75 1.10
H 2.218456 -2.230572 0.584875 0.30 -0.10 0.00
H 1.362670 0.128337 1.975050 -0.34 0.07 0.07
H 0.727227 0.124290 -1.054540 -0.33 -0.12 0.63
H -0.467796 1.950762 -0.284655 1.14 0.21 -0.26
O -1.654465 -0.017967 -1.345744 -1.18 1.73 -0.24
C -2.230397 1.110357 -1.362355 0.33 -1.11 0.28
O -1.707461 2.252014 -1.135384 -0.79 -0.96 -0.11
H -3.370256 1.089625 -1.554456 1.03 0.21 0.03

=====

[6]
53
Properties=species:S:1:pos:R:3:forces:R:3 method="wB97M-V/def2-TZVPD" e_lumo_ev=0.5 charge=0 de_lowest_kj_mol=1499.3
C -1.283889 -3.199622 -1.509473 2.96 -1.39 -5.58
C -0.842656 -3.866912 -0.263497 -6.73 -8.96 -9.03
H -0.027398 -4.496648 -0.403109 1.28 -2.08 -0.87
H -1.817758 -4.410107 0.107856 1.74 -0.36 -0.95
O -0.647297 -3.089619 0.591898 2.98 11.41 13.41
C 0.473866 -2.370948 0.773124 0.71 3.27 1.98
C 0.602734 -1.408965 1.851493 2.50 1.33 -3.76
C 1.835646 -0.526104 1.612214 -3.73 -0.37 4.15
C 2.824241 -0.800545 0.749562 3.45 0.97 1.28
C 2.790837 -1.887985 -0.087481 0.58 0.33 -1.74
C 1.519532 -2.371139 -0.130862 -0.33 -6.32 -3.94
H 1.390283 -3.254575 -0.990320 0.29 2.40 2.17
H 3.596950 -2.239253 -0.853178 -1.57 0.95 1.77
S 4.355745 0.294266 0.872301 0.80 -7.38 0.92
O 5.486027 -0.622679 0.502217 -1.75 1.69 2.23
O 4.211447 1.031735 2.112599 0.74 0.21 -1.54
N 4.245356 1.053157 -0.436914 -4.15 6.68 0.65
C 4.486316 0.611842 -1.704929 3.40 3.18 -2.36
H 3.759583 0.311259 -2.325950 -3.55 -1.53 -1.34
H 4.880885 1.507763 -2.308716 -0.09 -0.95 0.75
H 5.255677 -0.080439 -1.717586 1.51 -1.39 0.11
C 3.050968 2.297080 -0.240793 4.00 -4.10 -7.36
C 1.760488 1.798325 -0.671409 -1.74 -2.67 -1.13
O 1.487724 0.693593 -1.142438 1.58 0.43 0.04
N 0.778440 2.689847 -0.577181 -0.48 0.98 3.78
H 1.093534 3.352377 0.208131 -1.57 -0.71 -1.54
C -0.607226 2.004594 -0.487592 -1.24 9.27 1.26
H -1.106317 3.201032 -0.962156 0.15 -4.24 0.94
C -1.325385 1.772500 0.984309 5.75 -0.80 -2.38
N -2.550918 1.236096 0.903110 -6.03 2.23 -1.90
C -2.706909 0.100325 0.120282 -0.90 -6.37 5.19
C -4.141184 -0.587024 0.359122 5.24 12.23 9.99
O -5.088346 0.357481 0.065344 -3.01 -6.95 -4.01
C -4.995274 1.453564 0.625228 1.46 9.50 5.40
C -3.633921 2.121489 0.345618 1.66 4.63 -0.59
H -3.459890 3.348187 0.893651 -0.90 -3.83 -1.56
H -3.495614 2.359652 -0.918249 -0.29 -0.88 3.50
H -5.774167 2.226312 0.512772 -0.23 -0.59 -1.58
H -5.106065 1.534043 1.754236 0.62 -1.31 -0.29
H -4.397962 -1.379406 0.064610 -2.94 -11.41 -5.18
H -4.116413 -0.792971 1.731191 -0.33 0.67 -3.66
H -2.096445 -0.619421 0.790376 -0.01 0.14 -2.36
H -2.710244 0.032171 -0.894519 1.51 0.73 -3.23
H -0.653814 0.913710 1.363995 -0.57 1.81 0.48
H -1.368784 2.754024 1.447226 0.48 -0.27 0.60
H -0.502328 1.272829 -1.178693 -0.56 -2.30 -1.90
H 3.487261 2.922232 -1.031140 -0.38 0.68 0.76
H 3.327672 2.418812 0.671852 0.57 2.15 5.93
H 2.026769 0.333156 2.354116 -0.56 -1.44 -1.22
H -0.246361 -1.036842 2.427804 0.49 -0.52 0.28
H -1.521255 -3.916526 -2.383425 0.34 0.67 1.47
H -0.483005 -2.543450 -1.994910 -0.27 -1.01 0.78
H -2.021151 -2.502298 -1.581713 -2.84 1.61 1.18